No. 1
{
  "formula": "C19H34F3NO6PS",
  "method": "ωB97M-V/def2-TZVPD",
  "charge": 1,
  "homo_lumo_gap_ev": 7.39,
  "energy_ha": -2289.30220,
  "e_homo_ev": -11.318,
  "lumo_ev": -3.93,
  "species": ["C", "C", "P", "C", "N", "S", "C", "C", "C", "C", "O", "C", "O", "C", "C", "C", "F", "F", "F", "H", "H", "H", "H", "H", "H", "H", "H", "H", "H", "H", "H", "H", "H", "H", "H", "H", "H", "H", "H", "H", "H", "O", "C", "O", "C", "C", "C", "H", "H", "H", "H", "H", "H", "O", "C", "O", "C", "C", "C", "H", "H", "H", "H", "H", "H"],
  "coordinates": [[-4.440466, 4.318678, 2.743219], [-5.294036, 3.073473, 2.164255], [-4.542230, 1.383334, 2.549355], [-5.928881, 0.060842, 2.410493], [-3.239224, 0.946302, 1.325787], [-3.116828, -0.801862, 1.366415], [-3.611030, 1.538847, -0.018605], [-3.050086, 0.761717, -1.303154], [-1.445843, 0.713557, -1.434418], [-0.971304, -0.830410, -1.500076], [0.363706, -0.978137, -2.106666], [0.215455, -2.118973, -2.974296], [0.542936, -3.274226, -2.617033], [-1.982455, 1.657361, 1.847936], [-0.819848, 0.655405, 2.309364], [0.430102, 1.556810, 2.812356], [1.251563, 1.998415, 1.755299], [1.221910, 0.699967, 3.650041], [0.042790, 2.638936, 3.629806], [-3.375402, 4.377860, 2.299931], [-4.970625, 5.272701, 2.378775], [-4.411513, 4.369486, 3.881254], [-6.325079, 3.110604, 2.688295], [-5.500340, 3.279616, 1.061346], [-5.586681, -0.928553, 2.895849], [-6.277345, -0.113456, 1.338763], [-6.777813, 0.441063, 3.097515], [-4.109368, -1.317663, 0.512267], [-3.357847, 2.661443, -0.095663], [-4.764458, 1.492163, -0.085587], [-3.496665, -0.294609, -1.442390], [-3.428037, 1.353321, -2.222218], [-0.878513, 1.335211, -0.667276], [-1.165067, 1.153839, -2.465570], [-1.697776, -1.361316, -2.227918], [-1.024777, -1.365864, -0.495967], [-0.226301, -2.023612, -4.038175], [-1.554291, 2.396061, 1.094768], [-2.266538, 2.283878, 2.776832], [-1.089755, 0.004680, 3.217880], [-0.385315, 0.030886, 1.440591], [3.765718, -4.513524, -7.140783], [3.680650, -4.496822, -5.940827], [3.036120, -5.446416, -5.209885], [3.031894, -5.062036, -3.829613], [4.183633, -4.095320, -3.682005], [4.218422, -3.420126, -5.036696], [2.068376, -4.598735, -3.599865], [3.157929, -5.945774, -3.201586], [4.059362, -3.401568, -2.848571], [5.114609, -4.648724, -3.523815], [3.552372, -2.554859, -5.077968], [5.232424, -3.139586, -5.320548], [7.262531, -0.618986, 1.735277], [6.235099, -0.005940, 1.849679], [5.110456, -0.505700, 2.433756], [4.046258, 0.442314, 2.303748], [4.724660, 1.775852, 2.089476], [5.980832, 1.386550, 1.338989], [3.422012, 0.151631, 1.452508], [3.436761, 0.435629, 3.207135], [4.100615, 2.495897, 1.557092], [4.995161, 2.213635, 3.055527], [5.814723, 1.345438, 0.259940], [6.812657, 2.049395, 1.575657]],
  "forces_ev_per_a": [[-0.107, 0.425, -0.627], [-0.387, 1.143, -0.502], [-1.699, -0.208, 3.041], [-0.128, -0.097, -0.084], [-0.783, 2.028, -1.462], [0.316, -1.689, -0.186], [-1.500, -0.116, -2.740], [0.252, 0.642, -0.533], [0.325, -0.745, -1.155], [-0.789, 0.483, -0.570], [-1.713, -1.586, -0.947], [1.381, -3.843, 1.080], [-1.176, 4.876, -1.042], [2.035, 0.253, 1.459], [1.159, 1.018, 0.076], [0.689, -1.031, 1.164], [-1.966, -0.656, 2.441], [-1.680, 2.173, -2.009], [0.912, -2.091, -2.131], [-1.637, -0.230, 0.824], [0.769, -1.442, 0.597], [0.072, -0.335, -1.582], [1.629, -0.456, -0.756], [0.178, -0.391, 1.391], [-0.334, 1.724, -0.926], [0.099, 0.170, 1.503], [1.275, -0.332, -1.342], [0.654, 1.351, 0.706], [-0.107, -1.890, 0.548], [1.806, -0.032, 0.095], [0.664, 1.736, 0.513], [0.384, -0.834, 1.631], [-0.789, -0.984, -0.865], [-0.390, -0.660, 1.717], [0.746, 0.850, 1.323], [0.266, 0.693, -1.329], [0.566, 0.732, 1.666], [-0.853, -1.271, 0.655], [0.176, -1.166, -1.515], [0.265, 0.996, -1.515], [-0.837, 0.913, 1.468], [-0.218, -0.370, 0.716], [-0.075, 0.186, -1.108], [0.228, 0.136, -0.389], [-0.268, -0.155, 0.498], [0.350, 0.246, 0.484], [0.345, -0.088, 0.461], [0.148, -0.112, -0.058], [-0.111, -0.039, -0.245], [-0.044, -0.119, -0.017], [-0.103, 0.062, 0.017], [0.088, 0.008, -0.138], [-0.252, 0.152, -0.251], [-0.835, 0.074, 0.349], [1.073, -0.525, -0.456], [0.269, -0.003, -0.036], [-0.358, -0.007, 0.191], [-0.176, 0.638, -0.009], [-0.215, 0.439, 0.293], [0.031, -0.009, -0.001], [0.206, -0.252, -0.102], [-0.011, -0.088, 0.067], [-0.070, -0.049, -0.086], [0.160, -0.014, 0.030], [0.093, -0.233, -0.286]],
  "nbo_charge": [-0.628, -0.759, 0.960, -0.958, -0.644, 0.249, -0.251, -0.446, -0.453, -0.079, -0.553, 0.619, -0.518, -0.262, -0.527, 0.994, -0.324, -0.334, -0.324, 0.205, 0.245, 0.243, 0.281, 0.235, 0.271, 0.233, 0.283, 0.184, 0.255, 0.232, 0.225, 0.260, 0.212, 0.249, 0.181, 0.199, 0.165, 0.255, 0.282, 0.279, 0.268, -0.557, 0.783, -0.486, -0.081, -0.430, -0.527, 0.193, 0.197, 0.219, 0.214, 0.225, 0.247, -0.547, 0.783, -0.488, -0.073, -0.431, -0.529, 0.166, 0.202, 0.217, 0.213, 0.236, 0.249]
}

=====

No. 2
{
  "formula": "C2H6N2OP",
  "method": "ωB97M-V/def2-TZVPD",
  "charge": 1,
  "homo_lumo_gap_ev": [8.04, 8.04],
  "energy_ha": -605.51117,
  "relative_energy_ev": 0.060,
  "e_homo_ev": [-15.240, -15.241],
  "lumo_ev": [-7.20, -7.20],
  "species": ["C", "C", "N", "N", "O", "P", "H", "H", "H", "H", "H", "H"],
  "coordinates": [[0.303002, -1.262074, 0.266568], [-1.029220, -0.563779, -0.035770], [-0.270194, 2.061923, 0.658746], [1.186856, -0.224269, -0.192887], [2.351220, -0.142972, 0.008469], [-0.213283, 1.028522, -0.472009], [0.465679, -1.492903, 1.327012], [0.495422, -2.193558, -0.280999], [-1.601730, -1.020792, -0.842891], [-1.676589, -0.445139, 0.833455], [0.063456, 3.011375, 0.572118], [-0.074620, 1.243670, -1.841811]],
  "forces_ev_per_a": [[-0.718, -1.672, 0.420], [0.018, 0.320, -0.077], [-0.046, -0.623, -0.841], [2.312, 0.585, 0.470], [-0.977, -0.235, -0.360], [-1.078, 0.679, 1.048], [0.134, 0.218, -0.136], [0.025, 0.187, -0.060], [0.121, 0.130, -0.059], [0.142, 0.141, -0.070], [0.068, 0.113, -0.053], [0.000, 0.156, -0.282]],
  "nbo_charge": [-0.335, -0.740, -1.115, 0.117, -0.054, 1.531, 0.294, 0.290, 0.284, 0.300, 0.431, -0.003]
}